Here is a cluster of 12 separate species, C36H99N3O24 in total from the Open Molecules 2025 dataset. Energies are from ωB97M-V/def2-TZVPD.

Properties
energy relative to the best compared isomer or geometry (same formula, charge and spin)	155.2	kcal per mole
SMILES	COCCNCCOC.COCCNCCOC.COCCNCCOC.OCCO.OCCO.OCCO.OCCO.OCCO.OCCO.OCCO.OCCO.OCCO
E_HOMO	-8.37	eV
M	958.2	g mol⁻¹
HOMO-LUMO gap	8.51	eV
lowest unoccupied orbital energy	0.14	eV
E_tot	-3400.5410	Ha

Last column: Löwdin charge in e.
CARTESIAN COORDINATES (ANGSTROEM)
C1 -7.062 -6.262 1.038  -0.12
O1 -6.753 -6.646 -0.303  -0.17
C2 -5.469 -6.174 -0.766  -0.19
C3 -4.265 -6.860 -0.090  -0.23
N1 -4.372 -8.269 -0.363  -0.06
C4 -3.196 -8.998 0.173  -0.18
C5 -1.961 -8.851 -0.716  -0.22
O2 -2.273 -9.179 -2.087  -0.19
C6 -1.196 -8.947 -2.976  -0.11
H1 -7.927 -6.760 1.475  0.08
H2 -7.270 -5.213 1.244  0.08
H3 -6.312 -6.515 1.788  0.07
H4 -5.369 -5.091 -0.694  0.11
H5 -5.485 -6.413 -1.829  0.12
H6 -4.372 -6.774 0.991  0.10
H7 -3.286 -6.454 -0.343  0.11
H8 -4.316 -8.429 -1.358  0.10
H9 -3.578 -10.019 0.180  0.12
H10 -2.956 -8.624 1.168  0.12
H11 -1.158 -9.385 -0.208  0.12
H12 -1.580 -7.830 -0.713  0.10
H13 -0.944 -7.896 -2.834  0.08
H14 -1.386 -9.046 -4.044  0.08
H15 -0.368 -9.648 -2.872  0.09
C7 5.247 -10.276 5.472  -0.10
O3 4.477 -9.385 4.685  -0.19
C8 4.904 -8.085 4.765  -0.27
C9 4.346 -7.120 3.668  -0.19
N2 5.135 -7.357 2.469  -0.08
C10 4.865 -6.367 1.393  -0.18
C11 5.778 -6.519 0.121  -0.23
O4 5.409 -7.542 -0.777  -0.19
C12 6.251 -7.531 -1.940  -0.10
H16 4.852 -11.291 5.415  0.09
H17 5.145 -9.985 6.518  0.08
H18 6.297 -10.306 5.184  0.09
H19 5.990 -7.989 4.782  0.12
H20 4.591 -7.818 5.774  0.11
H21 4.520 -6.122 4.071  0.12
H22 3.290 -7.288 3.458  0.12
H23 4.964 -8.304 2.161  0.11
H24 4.911 -5.326 1.714  0.11
H25 3.833 -6.587 1.117  0.11
H26 6.753 -6.730 0.560  0.12
H27 5.788 -5.574 -0.422  0.11
H28 7.231 -7.994 -1.822  0.09
H29 6.250 -6.501 -2.296  0.08
H30 5.696 -7.948 -2.780  0.08
C13 -1.422 4.977 -2.650  -0.10
O5 -1.975 4.096 -1.680  -0.23
C14 -1.530 4.373 -0.337  -0.19
C15 -1.263 2.975 0.255  -0.23
N3 -2.352 2.099 -0.069  -0.06
C16 -2.023 0.698 0.231  -0.18
C17 -0.945 0.038 -0.663  -0.21
O6 -1.508 -0.038 -1.961  -0.19
C18 -0.604 -0.214 -2.997  -0.13
H31 -1.717 5.994 -2.392  0.08
H32 -1.883 4.712 -3.602  0.09
H33 -0.333 5.026 -2.655  0.08
H34 -2.283 4.973 0.174  0.12
H35 -0.633 4.993 -0.350  0.11
H36 -0.997 2.958 1.312  0.12
H37 -0.364 2.712 -0.302  0.10
H38 -2.664 2.367 -0.991  0.10
H39 -2.978 0.182 0.128  0.11
H40 -1.728 0.664 1.280  0.11
H41 -0.644 -0.975 -0.396  0.12
H42 -0.065 0.671 -0.553  0.10
H43 0.052 -1.057 -2.781  0.08
H44 0.038 0.650 -3.171  0.08
H45 -1.188 -0.448 -3.887  0.09
O7 -1.728 -2.347 7.567  -0.08
C19 -0.306 -2.162 8.016  -0.20
C20 0.450 -1.311 7.058  -0.31
O8 0.731 -1.930 5.842  -0.04
H46 -1.770 -3.129 7.012  0.07
H47 -0.329 -1.595 8.946  0.11
H48 0.234 -3.090 8.205  0.12
H49 1.314 -0.820 7.505  0.12
H50 -0.202 -0.452 6.901  0.12
H51 1.568 -1.593 5.512  0.09
O9 5.970 3.049 -7.206  -0.07
C21 4.812 3.083 -6.419  -0.25
C22 4.911 2.143 -5.187  -0.21
O10 5.977 2.449 -4.249  -0.08
H52 6.170 3.902 -7.601  0.09
H53 4.592 4.109 -6.125  0.12
H54 4.007 2.651 -7.014  0.11
H55 4.953 1.087 -5.453  0.11
H56 3.928 2.222 -4.724  0.11
H57 6.852 2.283 -4.607  0.08
O11 0.284 7.974 5.125  -0.05
C23 -0.389 8.992 5.789  -0.26
C24 -1.689 8.435 6.420  -0.23
O12 -2.625 8.127 5.399  -0.08
H58 1.066 8.310 4.680  0.09
H59 0.207 9.310 6.644  0.11
H60 -0.516 9.887 5.181  0.12
H61 -2.304 9.169 6.941  0.11
H62 -1.666 7.592 7.110  0.12
H63 -2.755 7.177 5.360  0.08
O13 -6.453 0.157 7.429  -0.07
C25 -6.052 1.458 7.033  -0.26
C26 -5.892 1.538 5.551  -0.26
O14 -5.240 2.758 5.212  -0.07
H64 -5.606 -0.294 7.420  0.08
H65 -6.644 2.221 7.539  0.13
H66 -5.055 1.549 7.465  0.12
H67 -6.831 1.564 4.998  0.12
H68 -5.365 0.664 5.170  0.12
H69 -4.881 2.604 4.336  0.08
O15 -2.595 -1.943 -13.348  -0.07
C27 -1.556 -2.585 -12.558  -0.20
C28 -2.203 -3.646 -11.654  -0.29
O16 -2.953 -3.102 -10.633  -0.06
H70 -2.271 -2.101 -14.238  0.07
H71 -0.770 -3.014 -13.180  0.12
H72 -1.113 -1.825 -11.913  0.11
H73 -1.540 -4.308 -11.096  0.11
H74 -2.774 -4.358 -12.250  0.12
H75 -3.510 -3.794 -10.270  0.09
O17 5.089 8.552 2.208  -0.05
C29 4.811 8.503 0.860  -0.26
C30 5.510 7.335 0.072  -0.29
O18 4.785 6.208 0.232  -0.04
H76 5.752 9.238 2.309  0.09
H77 3.739 8.529 0.664  0.12
H78 5.202 9.392 0.366  0.11
H79 6.544 7.193 0.385  0.12
H80 5.469 7.664 -0.966  0.11
H81 5.202 5.514 -0.285  0.10
O19 -1.795 13.219 -1.953  -0.08
C31 -2.128 13.183 -0.539  -0.19
C32 -3.603 12.618 -0.445  -0.24
O20 -4.494 13.657 -0.844  -0.09
H82 -2.399 13.827 -2.385  0.07
H83 -1.453 12.503 -0.019  0.11
H84 -2.186 14.170 -0.079  0.11
H85 -3.926 12.197 0.507  0.11
H86 -3.829 11.830 -1.163  0.11
H87 -5.326 13.434 -0.421  0.08
O21 5.939 0.239 4.789  -0.07
C33 6.126 1.334 3.949  -0.23
C34 6.902 2.447 4.822  -0.21
O22 8.204 1.932 5.093  -0.09
H88 6.726 0.218 5.337  0.07
H89 6.712 1.126 3.054  0.11
H90 5.130 1.606 3.600  0.11
H91 6.405 2.595 5.781  0.11
H92 7.028 3.328 4.192  0.11
H93 8.674 2.497 5.710  0.09
O23 -6.780 1.268 -7.860  -0.08
C35 -6.063 2.017 -6.870  -0.23
C36 -4.801 1.310 -6.338  -0.22
O24 -3.791 1.096 -7.354  -0.07
H94 -6.394 1.297 -8.738  0.08
H95 -5.952 2.994 -7.341  0.12
H96 -6.653 2.131 -5.960  0.11
H97 -5.056 0.365 -5.857  0.12
H98 -4.423 1.935 -5.529  0.11
H99 -3.999 0.233 -7.719  0.07